Record 1
A 6-piece molecular cluster, C4H18NO6S overall in a non-equilibrium geometry, computed with the ωB97M-V functional and the def2-TZVPD basis.

Geometry as XYZ:
```
30
Properties=species:S:1:pos:R:3:forces:R:3
S 1.636 0.474 -2.043 -1.13 -0.45 -0.49
O -2.697 0.736 -1.715 0.85 -1.04 -0.49
O -1.928 -2.492 2.193 -0.33 0.07 0.69
O -2.511 2.974 -0.412 -0.71 0.71 0.66
O -0.595 0.367 3.653 0.08 -0.46 4.21
O 1.031 3.758 -1.429 -1.17 5.35 -5.92
O 1.949 1.418 1.691 -0.24 0.36 0.17
N -0.226 -2.315 0.705 1.56 -1.87 5.81
C 0.660 -1.133 -2.117 0.94 -0.35 0.54
C 0.980 -1.629 0.465 1.44 3.28 1.68
C 1.282 -1.990 -0.943 1.21 -0.12 -2.53
C -0.736 -2.455 1.994 -2.30 -0.12 -4.36
H -0.778 0.292 2.769 -0.15 0.37 -3.27
H -1.741 0.460 -1.695 -1.14 0.39 -0.38
H -3.015 0.655 -2.633 0.51 0.08 0.60
H 0.588 -0.475 0.703 1.84 -2.40 -1.31
H 0.111 0.963 3.908 0.07 0.11 -0.98
H 0.939 -3.050 -1.065 0.41 0.53 0.16
H 1.979 -1.804 1.130 -2.90 -0.01 -1.00
H -0.818 -2.169 -0.007 -3.10 0.55 -2.72
H -1.642 3.378 -0.319 -0.01 -0.75 -0.49
H 1.170 3.500 -0.624 1.19 -3.15 6.61
H -2.564 2.096 -0.845 0.70 0.73 0.05
H 0.911 3.111 -2.082 -0.05 -2.23 -0.67
H -0.464 -0.999 -2.065 1.06 -0.23 0.16
H -0.013 -2.728 2.656 2.27 -0.29 2.50
H 2.392 -1.960 -1.150 -1.23 -0.01 0.19
H 0.857 -1.795 -3.019 -0.23 1.17 0.67
H 1.845 2.075 0.999 0.41 0.34 -0.10
H 1.398 0.739 1.294 0.16 -0.55 0.02
```
Positions in Å, forces in eV/Å.

Computed properties:
Net charge = -1
HOMO level = -3.773 eV
Energy above the lowest of the compared OMol25 structures with the same formula, charge and spin = 3.027 eV
Gap between HOMO and LUMO = 6.8 eV

Charges per atom according to natural (NBO) partitioning, unit e: atom 1 (S): -0.728, atom 2 (O): -0.956, atom 3 (O): -0.597, atom 4 (O): -1.014, atom 5 (O): -0.959, atom 6 (O): -0.957, atom 7 (O): -0.946, atom 8 (N): -0.633, atom 9 (C): -0.505, atom 10 (C): -0.199, atom 11 (C): -0.452, atom 12 (C): 0.532, atom 13 (H): 0.475, atom 14 (H): 0.505, atom 15 (H): 0.487, atom 16 (H): 0.137, atom 17 (H): 0.487, atom 18 (H): 0.189, atom 19 (H): 0.222, atom 20 (H): 0.380, atom 21 (H): 0.477, atom 22 (H): 0.450, atom 23 (H): 0.497, atom 24 (H): 0.503, atom 25 (H): 0.144, atom 26 (H): 0.113, atom 27 (H): 0.228, atom 28 (H): 0.187, atom 29 (H): 0.465, atom 30 (H): 0.468

***

Record 2
An isolated molecule of C3H6N2O2S in a non-equilibrium geometry, computed with the ωB97M-V functional and the def2-TZVPD basis.

Geometry as XYZ:
```
14
Properties=species:S:1:pos:R:3:forces:R:3
S -0.462 0.983 -1.364 0.25 0.12 0.18
O 1.584 1.930 0.135 0.34 -0.05 0.13
O -1.056 -1.498 -2.332 -0.10 -0.29 -0.06
N -0.346 0.243 1.767 -0.66 -0.77 0.60
N -0.524 -1.666 -1.066 0.45 1.36 0.90
C 0.423 -0.619 0.856 -1.18 -0.67 0.37
C 0.673 2.138 -0.598 -1.04 0.88 -0.56
C -0.161 -0.550 -0.523 -0.37 -1.19 -0.83
H -1.325 -2.401 -2.537 -0.03 0.16 -0.23
H 0.438 -1.700 1.113 -0.07 0.53 -0.01
H 1.424 -0.285 0.813 1.06 0.45 0.08
H -1.223 -0.243 2.072 1.22 0.67 -0.35
H 0.197 0.481 2.604 -0.31 -0.22 -0.50
H 0.358 3.186 -0.939 0.43 -0.98 0.28
```
Positions in Å, forces in eV/Å.

Computed properties:
HOMO level = -9.288 eV
SMILES string = NC/C(=N/O)SC=O
Energy above the lowest of the compared OMol25 structures with the same formula, charge and spin = 3.239 eV
Gap between HOMO and LUMO = 10.0 eV

Charges per atom according to natural (NBO) partitioning, unit e: atom 1 (S): 0.235, atom 2 (O): -0.529, atom 3 (O): -0.560, atom 4 (N): -0.839, atom 5 (N): -0.139, atom 6 (C): -0.275, atom 7 (C): 0.277, atom 8 (C): 0.046, atom 9 (H): 0.483, atom 10 (H): 0.199, atom 11 (H): 0.232, atom 12 (H): 0.363, atom 13 (H): 0.371, atom 14 (H): 0.136

***

Record 3
C27H28BiF6N4O6S3Te as an isolated structure, computed with the ωB97M-V functional and the def2-TZVPD basis.

Geometry as XYZ:
```
76
Properties=species:S:1:pos:R:3:forces:R:3
Bi 0.117 0.434 -0.108 0.52 -0.29 -0.21
Te -1.222 -2.211 0.646 -0.14 0.03 -0.02
S -1.085 -1.254 3.883 0.09 0.06 0.04
S 0.573 -1.724 -3.116 -0.09 0.15 -0.10
S 2.968 -0.638 -2.425 0.02 0.17 -0.73
F 3.412 -1.177 -5.023 0.04 0.02 0.04
F 0.385 -4.125 -4.147 0.00 0.00 0.08
F 4.915 0.065 -4.092 -0.07 0.03 -0.01
F -1.302 -3.516 -2.930 0.06 -0.02 -0.05
F 2.994 0.905 -4.615 -0.01 -0.08 -0.01
F 0.549 -4.134 -1.990 -0.08 0.04 -0.03
O 0.320 -1.328 -4.469 0.00 -0.03 0.04
O -0.264 2.164 -1.731 0.18 -0.15 0.04
O 2.193 0.535 -2.091 0.13 0.16 0.18
O 1.970 -1.049 -0.024 -0.42 -0.12 0.21
O -0.260 -1.056 -2.114 0.12 -0.10 0.22
O 4.171 -0.980 -1.744 0.01 -0.11 0.13
N -0.763 2.556 1.500 -0.09 -0.03 -0.11
N 2.073 -1.907 -2.719 -0.08 -0.02 -0.07
N -2.339 0.841 -0.566 -0.04 -0.07 0.07
N 1.783 0.806 1.922 -0.10 0.22 0.08
C -2.844 0.916 -1.737 0.04 0.16 -0.04
C 2.639 -4.192 1.602 0.00 -0.03 0.04
C -2.010 3.114 0.940 0.02 -0.01 0.00
C 2.402 -2.518 3.286 0.03 -0.01 -0.01
C -3.277 2.291 1.145 0.02 -0.01 -0.01
C -1.895 -2.059 5.161 -0.04 -0.03 0.01
C -0.767 1.822 -5.292 0.03 0.00 -0.03
C 0.275 3.599 1.358 -0.03 0.01 0.01
C -1.715 -2.301 2.681 -0.04 -0.14 0.10
C -2.101 1.224 -2.937 0.00 -0.11 0.08
C -2.688 0.953 -4.180 0.02 0.00 -0.05
C -0.174 2.124 -4.091 0.00 -0.03 0.03
C -0.816 1.840 -2.861 -0.12 0.13 -0.02
C 2.184 -1.905 0.914 -0.02 -0.05 0.17
C 3.599 -0.190 -4.145 0.06 0.01 -0.02
C 1.716 3.138 1.182 -0.02 -0.01 0.07
C 0.030 -3.489 -3.028 0.03 -0.03 0.00
C -2.040 1.241 -5.358 -0.01 0.00 0.05
C -0.953 2.201 2.905 -0.01 0.03 0.01
C 2.596 -3.836 2.964 0.00 0.02 -0.04
C 2.191 -1.544 2.294 0.03 0.01 0.01
C -3.204 0.861 0.592 -0.02 -0.10 -0.03
C 2.222 -0.150 2.653 0.04 -0.02 -0.13
C 2.264 2.157 2.207 -0.03 -0.03 0.05
C 2.465 -3.266 0.610 0.03 0.06 -0.01
C -2.615 -3.110 4.681 0.00 0.00 0.01
C -2.514 -3.248 3.269 -0.01 0.08 0.00
H -3.665 0.480 -4.197 -0.01 0.03 0.00
H 2.737 -4.582 3.734 -0.02 -0.01 0.00
H 2.022 2.474 3.231 -0.02 -0.01 0.00
H -2.491 1.005 -6.312 0.00 -0.01 0.00
H 0.024 4.187 0.474 -0.01 -0.01 0.00
H -1.834 3.237 -0.129 0.00 0.04 0.01
H -2.795 0.178 1.341 0.00 0.00 -0.01
H -0.012 1.897 3.350 -0.01 -0.03 0.00
H -3.562 2.255 2.199 -0.04 0.03 -0.01
H 2.809 -5.229 1.330 0.01 0.00 0.00
H -1.640 1.364 2.998 -0.02 0.01 0.00
H 3.354 2.156 2.127 0.00 0.01 0.00
H 2.774 0.094 3.573 -0.02 0.00 0.01
H -1.797 -1.725 6.181 0.00 0.00 0.00
H -3.014 -4.021 2.703 0.00 0.00 -0.01
H -4.211 0.501 0.349 0.00 -0.01 0.02
H 0.203 4.270 2.229 0.00 0.03 -0.02
H 2.325 4.046 1.197 0.02 -0.02 -0.02
H 2.496 -3.542 -0.435 0.00 0.02 0.00
H -1.356 3.055 3.473 0.03 0.01 0.00
H 2.395 -2.208 4.327 0.03 0.01 -0.01
H -3.929 0.781 -1.851 0.00 0.04 -0.01
H -0.226 2.023 -6.211 0.00 0.01 0.00
H -2.175 4.111 1.380 -0.02 -0.01 0.02
H 0.823 2.541 -4.041 -0.02 0.03 0.00
H -3.199 -3.769 5.310 0.00 0.00 0.00
H -4.066 2.837 0.620 -0.01 0.00 0.02
H 1.849 2.701 0.187 0.01 0.05 -0.02
```
Positions in Å, forces in eV/Å.

Computed properties:
Net charge = -1
HOMO level = -4.385 eV
Energy above the lowest of the compared OMol25 structures with the same formula, charge and spin = 0.823 eV
Gap between HOMO and LUMO = 6.6 eV

Charges per atom according to Mulliken partitioning, unit e: atom 1 (Bi): 2.218, atom 2 (Te): -0.162, atom 3 (S): 0.109, atom 4 (S): 0.929, atom 5 (S): 1.121, atom 6 (F): -0.236, atom 7 (F): -0.222, atom 8 (F): -0.248, atom 9 (F): -0.195, atom 10 (F): -0.189, atom 11 (F): -0.139, atom 12 (O): -0.644, atom 13 (O): -0.665, atom 14 (O): -0.554, atom 15 (O): -0.043, atom 16 (O): -0.284, atom 17 (O): -0.713, atom 18 (N): 1.420, atom 19 (N): -0.421, atom 20 (N): 0.433, atom 21 (N): 0.352, atom 22 (C): -0.699, atom 23 (C): -0.727, atom 24 (C): -1.360, atom 25 (C): -0.336, atom 26 (C): -1.098, atom 27 (C): -0.799, atom 28 (C): -0.435, atom 29 (C): -1.145, atom 30 (C): 0.427, atom 31 (C): 0.901, atom 32 (C): -0.606, atom 33 (C): -0.423, atom 34 (C): 0.128, atom 35 (C): -0.115, atom 36 (C): 0.369, atom 37 (C): -0.504, atom 38 (C): 0.356, atom 39 (C): -0.787, atom 40 (C): -1.346, atom 41 (C): -0.838, atom 42 (C): 0.509, atom 43 (C): -0.575, atom 44 (C): -0.962, atom 45 (C): -1.361, atom 46 (C): -0.411, atom 47 (C): -0.396, atom 48 (C): -0.653, atom 49 (H): 0.362, atom 50 (H): 0.372, atom 51 (H): 0.462, atom 52 (H): 0.368, atom 53 (H): 0.548, atom 54 (H): 0.396, atom 55 (H): -0.340, atom 56 (H): 0.321, atom 57 (H): 0.433, atom 58 (H): 0.405, atom 59 (H): 0.180, atom 60 (H): 0.617, atom 61 (H): 0.282, atom 62 (H): 0.383, atom 63 (H): 0.384, atom 64 (H): 0.520, atom 65 (H): 0.365, atom 66 (H): 0.556, atom 67 (H): 0.469, atom 68 (H): 0.305, atom 69 (H): 0.382, atom 70 (H): 0.181, atom 71 (H): 0.376, atom 72 (H): 0.566, atom 73 (H): 0.373, atom 74 (H): 0.368, atom 75 (H): 0.401, atom 76 (H): -0.016